94
Properties=species:S:1:pos:R:3:forces:R:3 method="wB97M-V/def2-TZVPD" orbital_gap_ev="8.335 / 7.834" multiplicity=5 fmax_ev_per_a=2.2 e_tot_ha=-2887.9549 total_charge=+1 homo_ev="-10.860 / -10.860" e_lumo_ev="-2.525 / -3.026"
Cr 1.45184 -0.85495 -2.35075 -0.8499 0.6499 0.7386
N -0.20452 1.26680 -0.62531 -0.8590 -0.0855 -0.9813
O -1.32721 0.98723 -0.19563 0.2397 0.1621 0.1987
O 0.66771 0.34834 -0.68064 0.5223 -0.2330 0.4446
O 0.05459 2.36423 -1.11967 0.2843 0.2641 0.1615
C -4.59063 -0.56910 2.68147 -0.0486 -0.8446 0.5620
C -3.88402 -1.33564 1.56706 0.3201 0.6527 0.5310
C -3.94889 -0.58696 0.26940 0.1312 0.9644 -0.4458
O -2.50955 -1.49856 1.96670 -0.1544 -0.5072 -0.3765
H -4.06280 0.35983 2.89066 -0.1867 0.1847 -0.2409
H -4.51369 -1.16745 3.59556 0.0055 0.0595 -0.0329
H -5.65740 -0.41231 2.52126 0.0737 0.2193 -0.2637
H -4.31509 -2.33015 1.45816 0.1626 -0.1381 0.0991
H -3.26004 -0.97480 -0.48367 -0.3116 -0.3770 -0.0784
H -3.59766 0.44124 0.41023 -0.0462 -0.0411 0.1914
H -4.96189 -0.47838 -0.11899 0.0024 -0.3326 -0.1169
H -2.10380 -0.61940 2.00934 -0.0623 0.0406 0.1901
C -3.89902 3.62423 -3.64160 -0.5093 0.6520 0.0334
C -3.58214 3.08950 -2.26202 0.5537 -0.3776 0.2463
C -4.68062 3.27059 -1.22766 -0.7620 -0.1513 0.0145
O -3.31548 1.67868 -2.42784 0.1120 -0.2349 -0.4022
H -4.52107 2.91024 -4.17997 0.0329 -0.0159 -0.0711
H -3.01383 3.87717 -4.22458 0.1299 -0.3662 0.0001
H -4.45825 4.56253 -3.56546 -0.0155 -0.1074 0.0182
H -2.67593 3.57553 -1.88592 0.0122 -0.0407 -0.0519
H -5.32692 4.12195 -1.45314 0.2547 0.1643 0.1234
H -4.30170 3.35888 -0.21010 0.1526 0.1165 -0.0545
H -5.35425 2.40872 -1.21481 0.1529 -0.0746 -0.2143
H -2.53771 1.39043 -1.94118 -0.1654 0.4406 0.5672
C 4.42970 2.26360 -2.33700 -0.4524 -0.3135 -0.1621
C 3.81732 0.85958 -2.46427 0.6749 0.6419 0.8484
C 3.82090 0.23512 -1.08027 -0.7920 1.1561 0.3028
O 3.06662 -0.97301 -1.09557 0.7195 -0.3720 -0.2656
C 3.29070 -1.86828 0.00766 0.4005 -0.4747 -0.0832
N 2.39335 0.96482 -2.92149 1.3078 -0.2555 -0.8827
H 4.36763 2.78828 -3.29072 0.1993 -0.0152 -0.0213
H 5.46410 2.21110 -2.00543 0.0344 0.1077 -0.0225
H 3.83301 2.83258 -1.61884 0.1767 0.0649 0.0741
H 4.43851 0.27132 -3.14117 -0.4607 -0.1862 -0.2844
H 3.29061 0.95811 -0.44798 0.0030 -0.2266 0.1711
H 4.81145 0.12704 -0.64131 0.1128 -0.4381 -0.2747
H 3.12023 -2.86591 -0.39088 -0.4309 -0.0310 0.2995
H 2.69556 -1.60179 0.87556 -0.2639 -0.0487 -0.1398
H 4.33487 -1.85041 0.32295 0.0526 0.3006 -0.2240
H 2.01110 1.81719 -2.50272 -0.4277 -0.3330 0.2426
H 2.48484 1.17549 -3.91518 -0.3613 -0.0321 0.0161
C 0.88658 -5.69097 1.01488 0.1371 -0.9888 -0.7016
O 0.80113 -4.47512 0.29262 0.1984 0.1369 0.6072
C -0.41520 -3.78744 0.45658 -0.1515 0.7771 -1.2101
C -0.22685 -2.39771 -0.13059 -0.2524 0.4093 1.1399
N 0.26334 -2.42425 -1.50978 -0.5722 -0.5107 -2.0212
C -0.87770 -2.50461 -2.50271 0.4272 -0.9580 -0.3109
C -1.38094 -1.16712 -2.93536 -0.3224 -0.1265 1.0547
O -0.25265 -0.53368 -3.55727 0.1881 0.2153 0.0289
C -0.58827 0.75873 -4.09095 -0.3230 0.1511 -0.4625
H 0.85341 -6.53283 0.30755 0.0148 0.1422 0.0406
H 0.06122 -5.87056 1.70314 0.0453 0.4192 0.1983
H 1.84981 -5.75317 1.51724 -0.0740 0.1737 0.2149
H -0.74041 -3.64110 1.48665 -0.0202 -0.3732 0.0779
H -1.17943 -4.27958 -0.16399 -0.2488 -0.2329 0.5096
H 0.40245 -1.78432 0.51426 0.3853 -0.2242 -0.2098
H -1.17162 -1.85112 -0.06467 -0.0271 -0.1579 -0.2635
H 0.66586 -3.33444 -1.73384 0.6137 0.0572 0.9666
H -1.63294 -3.21202 -2.15437 -0.3206 0.4865 0.2731
H -0.47481 -3.01784 -3.38602 0.0678 0.2115 -0.0265
H -1.69832 -0.59254 -2.05643 0.1100 0.1342 -0.1095
H -2.25211 -1.25364 -3.58493 0.2455 0.0956 -0.3731
H 0.26633 1.16882 -4.62033 0.1429 -0.1828 0.0507
H -0.91402 1.46088 -3.32350 0.0656 -0.1510 0.0885
H -1.39337 0.61185 -4.81186 -0.0338 0.1252 0.0607
C -1.93276 1.50440 4.28449 0.3153 -0.3786 -0.0476
O -1.16268 0.68387 3.39589 -0.5082 0.8216 0.3516
C -0.12325 0.03752 4.06750 0.9032 -1.3983 0.2199
C 1.18432 0.20330 3.32782 -0.1503 0.8111 -0.6052
N 1.45756 1.63463 3.10452 0.4170 -0.4414 0.4749
C 2.39259 1.85758 2.01085 -0.8264 1.3973 0.2411
C 3.80834 1.47796 2.27164 0.7734 -0.6612 -0.9669
O 3.92527 0.05414 2.32879 -0.1464 0.4086 0.4070
C 5.24220 -0.32757 2.55982 1.2930 -0.1620 -0.9816
H -2.71146 1.98481 3.70097 -0.0178 0.0573 0.0190
H -1.28445 2.24438 4.76095 -0.0693 0.1286 -0.1080
H -2.36421 0.88710 5.07776 -0.1874 0.0393 -0.0825
H -0.33481 -1.03907 4.14632 -0.1332 0.0291 -0.1861
H 0.04090 0.32823 5.11050 -0.3726 0.6295 -0.1166
H 1.15047 -0.25785 2.32459 -0.1325 -0.4659 0.2540
H 1.97329 -0.25588 3.92061 0.0843 -0.0322 -0.1433
H 0.57899 2.07098 2.85237 -0.0431 0.0015 0.0165
H 2.43040 2.94550 1.84911 -0.0971 -0.1095 -0.0105
H 1.98098 1.44701 1.07907 0.4340 -0.3601 -0.0702
H 4.28147 1.98323 3.11935 -0.4499 -0.2589 0.4181
H 4.43021 1.80625 1.41628 -0.1834 0.0773 -0.0238
H 5.90679 -0.05387 1.70882 -0.2767 0.2754 0.1201
H 5.33954 -1.41338 2.56983 -0.3587 -0.0089 0.5462
H 5.69826 0.14722 3.43160 -0.2278 -0.2168 0.2668

103
Properties=species:S:1:pos:R:3:forces:R:3 method="wB97M-V/def2-TZVPD" orbital_gap_ev=8.016 fmax_ev_per_a=9.8 e_tot_ha=-2994.9620 total_charge=+1 homo_ev=-10.528 e_lumo_ev=-2.512
C -4.28173 -3.89118 0.74774 5.6727 8.0030 -0.6999
C -3.39470 -2.79054 0.54034 -5.0596 -7.6153 2.4257
C -2.13209 -1.75617 0.56467 -1.3359 -0.2055 -1.3985
C -0.65447 -2.45570 0.29462 0.3970 0.5519 -0.1949
C -0.67213 -3.75308 -0.70368 1.0100 -0.0269 -0.9500
C -0.63168 -3.14742 -2.26410 -1.1750 -1.4095 -0.4737
C 0.71130 -3.59012 -3.09596 0.1190 -0.5590 -0.1002
C 0.70522 -3.06937 -4.67394 0.6197 -1.1673 0.2166
C 2.13646 -3.22782 -2.37973 0.6830 -0.1684 -0.4845
C 2.45726 -1.63126 -2.20546 0.9248 0.0278 0.2498
C 4.08791 -1.46785 -2.16213 1.7724 2.7595 1.4322
C 4.86001 -0.30444 -1.65466 -0.6197 -2.9720 -1.4786
C 6.48888 -0.54246 -1.35777 -1.1941 1.7062 -0.4551
C 4.30429 1.21351 -1.39355 -0.0777 -0.4493 1.0390
C 0.15199 -2.60973 1.69527 -0.3522 -2.8450 0.0976
S 1.89825 -3.38001 1.49718 0.0617 0.0253 -0.3849
O -0.46859 -3.36059 2.76928 0.4495 0.9784 -1.5507
C -0.80653 -4.73734 2.49242 -2.4122 -2.5789 0.3873
C -0.64446 -5.77376 3.79569 0.3464 0.0002 -1.4126
C -1.20888 -7.24260 3.23437 0.3463 1.4794 -0.4176
N 0.47397 -1.21997 2.26425 0.8351 -0.5168 -1.2468
C -0.58941 -0.14508 1.93129 -0.4452 2.1143 2.6535
O 0.01494 0.63376 0.91238 -0.0943 -1.4798 0.6554
C -0.55164 1.08516 -0.27479 -0.7052 3.1150 -3.5375
C 0.59005 2.06363 -1.02442 0.6022 -1.3138 0.4847
C 1.10150 3.29660 -0.07507 1.0011 -0.0745 -0.4961
C 0.11665 2.48313 -2.53132 -0.0145 0.0900 -1.2068
C 0.80419 1.54594 -3.73142 0.0351 0.9136 0.1038
C -1.49604 2.44766 -2.80585 -0.4954 -0.5136 1.1380
C -2.11616 -0.68933 1.85736 -0.9665 0.1183 -1.3145
N -3.00461 0.54848 1.57744 2.1809 -0.9944 -0.2565
C -2.80808 -1.27132 3.21239 -1.3916 -1.4948 0.7275
I -1.63013 -1.05167 5.10034 0.2530 0.1301 -0.9509
C -4.25210 -0.61122 3.65813 0.4955 0.4300 2.6682
C -4.73881 -1.25293 5.13241 -1.4431 0.1684 0.1380
I -5.96855 -1.05391 2.36510 0.9077 0.5068 0.1574
H -5.22906 -4.53273 1.08902 2.5869 1.8465 -1.2105
H -2.30629 -1.07472 -0.40240 0.3084 -1.4771 2.1498
H -0.04436 -1.64195 -0.33606 -1.1673 -1.7089 1.5941
H 0.31555 -4.42352 -0.64845 -2.0524 1.7580 0.2918
H -1.54627 -4.51275 -0.54122 1.3896 1.8882 -0.1792
H -1.54556 -3.69333 -2.80527 1.9676 1.3642 0.9498
H -0.87307 -2.00410 -2.31659 0.6663 -1.9746 0.2052
H 0.67006 -4.78126 -3.17230 0.0233 2.5322 0.3574
H 1.42775 -2.15897 -4.84176 -1.7488 -1.5916 0.3644
H -0.38796 -2.89971 -5.05410 2.1782 -0.0921 0.6981
H 1.17534 -3.96909 -5.30238 -1.0978 2.0527 1.2483
H 2.31119 -3.79296 -1.34271 -0.5690 1.3333 -2.2465
H 2.98950 -3.65913 -3.09510 -1.9008 0.8895 1.4477
H 2.02355 -1.21497 -1.17550 0.8244 -0.8353 -2.1370
H 2.00941 -0.98889 -3.07468 0.7286 -1.2996 1.6200
H 4.72648 -2.40299 -2.53531 -1.5229 2.1014 1.1813
H 7.03202 0.33242 -1.95913 -0.8686 -2.1252 1.2303
H 6.86078 -1.60574 -1.67373 -0.7894 2.1710 0.6954
H 6.67421 -0.29904 -0.21521 -0.3348 -0.7686 -2.3160
H 3.71994 1.68832 -2.29276 1.0929 -1.2162 1.7125
H 5.15997 1.98241 -1.10400 -1.6158 -1.9100 -0.6678
H 3.59182 1.15236 -0.44125 1.3309 0.3200 -2.0420
H 1.78737 -4.70643 1.04531 -0.5621 1.5266 0.4666
H -1.97293 -4.77765 2.23916 2.4562 0.2349 0.2615
H -0.26916 -5.26308 1.60153 -0.6262 1.4471 1.5347
H -1.25624 -5.39159 4.72122 1.4373 -0.7241 -1.8040
H 0.50636 -5.87728 3.97269 -2.2143 0.2961 0.1627
H -2.36748 -7.12596 3.11266 2.1864 -0.6153 0.3478
H -0.74673 -7.34391 2.14114 -0.9867 -0.1903 2.3969
H -0.88087 -8.13212 3.92903 -0.8318 1.8677 -1.5019
H 0.74213 -1.23234 3.27171 -0.8283 -0.3898 -0.4218
H 1.38107 -0.95767 1.76627 -1.3886 0.1148 0.4284
H -0.54925 0.58570 2.88446 -0.2133 -1.8422 -1.8243
H -0.81143 0.30204 -1.13894 0.3656 1.1883 2.2936
H -1.45451 1.84462 -0.08736 1.7280 -2.0336 -0.3584
H 1.53023 1.34049 -1.16147 -1.9593 1.5872 0.2851
H 0.28171 4.07789 0.21874 1.4390 -1.6077 -0.5428
H 1.66859 2.88348 0.89006 -1.5003 0.8684 -2.0327
H 1.94266 3.87268 -0.69227 -1.8866 -1.1318 1.3101
H 0.49655 3.57828 -2.74236 -0.7497 -2.1111 0.5644
H 0.29169 0.50019 -3.84255 0.8973 1.9405 0.2899
H 0.67460 2.15569 -4.73338 0.1885 -1.4170 1.9366
H 1.95505 1.40855 -3.56427 -2.2059 0.2025 -0.2431
H -1.81600 2.89700 -3.83779 0.8044 -0.7904 2.0572
H -2.08154 2.99345 -1.92070 1.2168 -0.9127 -2.0914
H -1.88338 1.31899 -2.76532 0.8485 2.3640 -0.2679
H -3.17819 0.66218 0.55891 0.4460 0.0980 1.1000
H -2.44295 1.33672 1.97202 -1.0340 -0.4518 -0.8239
H -2.99530 -2.45096 3.21812 0.6635 2.6672 -0.4385
H -4.18210 0.55504 3.90759 -0.1267 -2.6587 -1.2390
H -4.37822 -2.35395 5.28830 -0.4598 2.1642 -0.1897
H -5.93249 -1.31147 5.15106 2.7118 0.1844 -0.1809
H -4.47861 -0.52586 6.03511 -0.1637 -1.8001 -1.9938
C 0.25110 9.93190 1.49557 0.3552 0.0281 -0.1088
C -0.77808 9.01323 0.86496 -0.1657 0.3149 0.7902
O -0.42549 8.71542 -0.49535 1.2018 -1.5156 -0.9470
C 0.52028 7.73830 -0.67377 -0.4899 0.3296 3.2197
O 1.06216 7.13477 0.24828 -0.9750 1.0148 -2.5051
C 0.76282 7.48906 -2.16123 0.6804 -0.1519 -2.6198
F 0.90037 8.64433 -2.87377 -0.1920 -0.8872 1.0557
F -0.26500 6.80540 -2.74169 0.5737 0.4594 0.9012
F 1.88885 6.76048 -2.40373 -1.0637 0.6251 0.7799
H 0.38215 10.83545 0.89117 -0.1660 -0.0908 0.1191
H -0.05675 10.22223 2.50404 -0.0108 -0.0512 -0.1498
H 1.22990 9.44753 1.55871 -0.1796 -0.0206 0.0763
H -1.75112 9.51644 0.83721 0.2238 -0.1657 -0.3625
H -0.90892 8.09209 1.44300 0.1954 0.0443 -0.2421

76
Properties=species:S:1:pos:R:3:forces:R:3 method="wB97M-V/def2-TZVPD" orbital_gap_ev=6.688 fmax_ev_per_a=2.0 e_tot_ha=-2315.2425 de_lowest_kj_mol=0.0 homo_ev=-7.089 e_lumo_ev=-0.401
Pt 1.10563 0.89866 -0.65060 0.3940 0.1452 -0.3120
C -3.00350 0.54278 2.00791 0.0739 -0.0499 0.0347
C -2.05625 1.23389 1.04503 0.0981 0.1234 -0.0017
O -0.95306 1.56229 1.44435 -0.1113 0.0975 0.0786
C -2.51749 1.50092 -0.33592 -0.0544 -0.2173 0.0474
C -3.86580 1.26715 -0.65558 -0.0387 0.0521 -0.0192
C -4.37837 1.47270 -1.91657 0.0364 0.0335 0.0092
C -3.52407 1.95312 -2.91229 -0.0278 0.0004 0.0285
C -2.19775 2.18463 -2.63735 -0.0132 0.0316 0.0156
C -1.64212 1.94164 -1.35949 0.0575 0.0359 -0.0525
O -0.35503 2.15642 -1.23748 -0.1568 0.1092 0.0246
H -2.46043 0.35939 2.93192 -0.0110 0.0007 -0.0060
H -3.37269 -0.39972 1.60249 -0.0178 0.0001 -0.0233
H -3.86744 1.17311 2.22169 -0.0154 0.0141 0.0073
H -4.53610 0.93442 0.12483 0.0048 -0.0652 -0.0150
H -5.41973 1.27324 -2.12663 -0.0167 0.0272 0.0045
H -3.90279 2.13681 -3.91006 -0.0052 -0.0057 -0.0162
H -1.51707 2.53308 -3.40322 0.0085 0.0040 -0.0154
C -3.36731 -3.76121 2.45401 0.0036 0.0260 0.0275
O -3.47387 -4.74349 1.44301 0.0939 -0.0750 -0.0715
C -2.34214 -5.06095 0.75543 -0.0533 0.0240 0.0448
C -2.47521 -6.03048 -0.23527 0.0370 0.0191 -0.0054
C -1.38521 -6.37377 -1.01010 -0.1139 0.0161 -0.1018
C -0.15335 -5.74636 -0.84074 -0.2456 0.4033 -0.7109
C -0.01224 -4.84008 0.20300 0.2208 -0.0943 0.1751
C -1.09280 -4.49339 0.99659 -0.0573 -0.0742 0.0895
N 0.86677 -6.14933 -1.76787 0.4400 -0.7652 1.6646
N 1.93425 -5.52400 -1.92645 -0.4293 0.6288 -1.8178
C 2.05747 -4.11776 -1.80156 0.1321 -0.2767 0.8019
C 3.32963 -3.67639 -1.51329 0.1915 0.0674 0.2686
C 3.60698 -2.37350 -1.08075 -0.0648 -0.1057 -0.0872
C 2.57735 -1.45476 -0.96693 -0.1463 -0.1034 -0.1084
O 2.72760 -0.26720 -0.45111 0.0005 -0.0373 0.0714
C 1.30004 -1.83532 -1.51319 0.1842 0.1051 0.0523
N 0.38603 -0.82405 -1.62257 -0.0445 -0.0295 0.1480
C -0.79631 -1.07001 -2.13945 0.0415 -0.0598 -0.1342
C -1.14337 -2.34748 -2.60621 -0.0487 0.0751 0.0166
C -0.24554 -3.37017 -2.51071 0.0779 -0.0194 0.0232
C 1.02527 -3.14663 -1.92854 -0.2382 0.0491 -0.2988
H -4.37047 -3.62289 2.84927 0.0208 -0.0033 -0.0055
H -3.00216 -2.81279 2.04895 -0.0049 -0.0189 0.0158
H -2.70332 -4.08894 3.25859 -0.0047 0.0145 -0.0071
H -3.43931 -6.49732 -0.38091 -0.0204 -0.0151 -0.0076
H -1.47241 -7.12751 -1.78213 -0.0133 0.0086 -0.0233
H 0.95377 -4.40443 0.42069 -0.0313 0.0636 -0.0309
H -0.94730 -3.78159 1.79521 0.0094 0.0143 0.0214
H 4.12140 -4.41373 -1.56405 0.0191 0.0002 0.1094
H 4.60812 -2.07394 -0.80601 0.0214 -0.0296 0.0415
H -1.47733 -0.23691 -2.23281 -0.0507 -0.0353 0.0629
H -2.12249 -2.50135 -3.03609 0.0044 0.0125 -0.0519
H -0.49995 -4.34666 -2.89589 0.0136 0.0022 -0.0059
C 0.35651 5.87496 0.85170 -0.0098 -0.0132 -0.0001
C 0.44620 4.51323 0.20382 -0.1128 0.0438 0.0413
O 1.74758 3.96208 0.51885 0.1052 -0.0074 -0.0409
P 2.10257 2.41503 0.62148 -0.1656 -0.3073 0.0079
O 3.68513 2.46493 0.47988 0.0094 0.2478 0.0910
C 4.29214 3.13320 -0.64059 0.0407 -0.1096 -0.1201
C 4.86627 4.46334 -0.20958 -0.0182 -0.0209 0.0225
O 1.94501 1.99575 2.13139 -0.0945 0.0167 0.0012
C 2.30202 2.86059 3.22622 0.0817 0.0106 0.0381
C 1.04447 3.30704 3.93823 0.0228 -0.0075 -0.0313
H -0.50639 6.41095 0.45568 -0.0252 0.0013 0.0167
H 1.25110 6.46021 0.63949 0.0012 0.0218 -0.0491
H 0.24459 5.80020 1.93290 0.0308 -0.0053 0.0139
H 0.36555 4.58008 -0.88007 0.0358 -0.0323 0.0213
H -0.32573 3.83191 0.55600 -0.0147 0.0260 0.0172
H 3.55879 3.25496 -1.44263 0.0075 0.0047 0.0085
H 5.07050 2.45992 -1.00037 -0.0301 0.0206 0.0006
H 4.07799 5.12518 0.14535 -0.0163 0.0078 -0.0135
H 5.37265 4.93845 -1.05008 0.0170 0.0143 -0.0179
H 5.58827 4.32105 0.59412 0.0229 -0.0093 0.0010
H 2.88438 3.70606 2.85499 -0.0034 -0.0012 0.0394
H 2.94121 2.26946 3.88165 -0.0209 -0.0176 -0.0249
H 0.50982 4.05942 3.36023 -0.0124 0.0001 -0.0283
H 1.29201 3.72536 4.91443 -0.0003 0.0365 -0.0027
H 0.37888 2.45654 4.07178 -0.0005 -0.0445 0.0526